[1]
DFT (ωB97M-V with the def2-TZVPD basis set) results for a molecular structure, C54H58ClCsN3O6P3S4 at a distorted geometry.

E_tot = -157981.444 eV
E_LUMO = 3.3627 eV
Energy above the lowest of the compared OMol25 structures with the same formula, charge and spin = 3.407 eV
HOMO = -2.72 eV
Net charge = -2

XYZ file:
```
130
Properties=species:S:1:pos:R:3:forces:R:3
Cs -1.0225 0.5265 -0.2688 2.619 -1.368 -0.737
Cl 1.8722 0.2809 2.3152 0.396 -0.791 -0.090
C 2.4994 1.5704 3.2623 -0.025 0.545 0.181
C 3.7055 1.4614 3.9284 -0.001 -0.169 -0.018
C 4.1860 2.5465 4.6452 -0.004 -0.023 -0.046
C 3.4600 3.7252 4.6840 0.097 0.089 0.143
C 2.2505 3.8247 4.0157 -0.056 -0.032 -0.029
C 1.7470 2.7460 3.2972 -0.047 -0.138 -0.196
P 0.2980 2.7212 2.1610 0.207 0.510 1.000
C -0.2691 4.4477 2.4341 0.067 0.019 -0.119
C 0.1387 5.3836 1.4906 -0.116 -0.044 -0.028
C -0.2526 6.7055 1.5941 0.083 0.214 -0.052
C -1.0507 7.1135 2.6512 -0.047 0.158 0.009
C -1.4489 6.1927 3.6050 -0.064 0.166 0.090
C -1.0623 4.8692 3.4954 -0.053 -0.016 -0.005
C -0.9433 1.9470 3.2738 0.006 -0.083 0.024
C -2.1117 1.4943 2.6703 -0.041 0.041 0.183
C -3.1716 1.0305 3.4306 -0.182 -0.002 0.050
C -3.0756 1.0212 4.8127 -0.094 0.061 0.014
C -1.9120 1.4607 5.4250 0.060 0.139 0.077
C -0.8485 1.9155 4.6630 -0.110 -0.032 -0.061
H 4.2595 0.5393 3.8728 0.103 -0.153 -0.007
H 5.1370 2.4713 5.1538 0.040 -0.015 0.051
H 3.8384 4.5744 5.2386 0.016 0.032 0.009
H 1.6987 4.7551 4.0417 -0.047 0.014 -0.004
H 0.7216 5.0425 0.6506 0.108 0.007 -0.200
H 0.0602 7.4235 0.8475 -0.002 0.008 -0.074
H -1.3734 8.1443 2.7265 0.019 0.049 -0.008
H -2.0635 6.5050 4.4410 -0.042 0.001 -0.015
H -1.4004 4.1633 4.2384 -0.024 -0.013 0.018
H -2.1833 1.5111 1.5935 -0.378 0.273 0.474
H -4.0693 0.6628 2.9497 0.028 -0.029 -0.040
H -3.9068 0.6706 5.4129 -0.003 -0.052 -0.024
H -1.8267 1.4434 6.5053 0.000 -0.006 0.038
H 0.0580 2.2515 5.1494 0.043 0.015 0.025
O -4.9167 -3.8184 2.2981 -0.179 -0.206 -0.015
C -5.1617 -3.5603 1.0075 -0.119 -0.017 0.111
C -6.2837 -4.1543 0.4236 -0.094 -0.084 0.041
C -6.6048 -3.9188 -0.8981 -0.037 -0.016 0.097
C -5.8101 -3.0800 -1.6639 -0.049 0.067 -0.307
C -4.6936 -2.4962 -1.0970 -0.043 0.051 -0.017
C -4.3538 -2.7104 0.2328 0.008 -0.063 -0.100
C -3.1313 -2.0313 0.7610 -0.308 -0.295 0.558
O -2.4529 -1.3067 0.0184 -1.662 -1.926 0.137
N -2.9196 -2.2781 2.0548 -0.489 -0.554 0.254
N -1.8061 -1.7311 2.5921 0.697 0.533 -0.690
C -1.5603 -1.9540 3.7977 -0.776 -0.670 0.575
S -0.1493 -1.2786 4.5797 0.355 -0.253 0.517
C -0.4911 -2.0016 6.2247 0.233 0.062 -0.440
C -1.9882 -2.1239 6.3819 -0.212 -0.162 -0.268
S -2.6234 -2.9604 4.8927 0.359 0.528 -0.162
H -4.0669 -3.3145 2.5154 0.026 0.160 -0.072
H -6.8964 -4.8001 1.0381 0.009 -0.046 0.061
H -7.4778 -4.3913 -1.3350 -0.006 0.002 0.027
H -6.0648 -2.8828 -2.6975 0.047 -0.019 -0.031
H -4.0492 -1.8535 -1.6799 0.051 0.049 0.009
H -0.0454 -1.3375 6.9657 0.005 0.010 0.046
H -0.0180 -2.9836 6.2719 -0.019 0.036 0.119
H -2.4601 -1.1434 6.4503 0.064 -0.019 0.086
H -2.2602 -2.7227 7.2503 -0.001 -0.032 0.038
N 2.4199 0.5375 -2.0062 -0.085 0.170 0.516
C 2.0762 0.1805 -3.2940 -0.007 0.025 -0.621
C 0.9006 0.6355 -3.8972 0.102 -0.110 0.249
C 0.6125 0.3090 -5.2078 -0.046 -0.022 -0.148
C 1.4931 -0.4509 -5.9595 -0.061 0.005 -0.246
C 2.6655 -0.8994 -5.3740 0.026 -0.013 0.013
C 2.9524 -0.5948 -4.0591 0.023 -0.061 0.084
H 2.8581 -0.2156 -1.4880 -0.091 0.035 0.036
H 1.6655 0.9693 -1.4830 0.260 -0.078 -0.060
H 0.2005 1.2213 -3.3210 -0.181 0.126 0.099
H -0.3206 0.6357 -5.6472 -0.065 0.088 0.013
H 1.2667 -0.6984 -6.9885 -0.033 -0.021 -0.028
H 3.3503 -1.5114 -5.9450 0.068 -0.060 0.006
H 3.8513 -0.9795 -3.5990 0.101 0.001 0.067
C -3.9065 6.1207 -0.8210 0.220 -0.375 -0.077
C -3.5140 4.6602 -1.0796 -1.045 0.270 0.187
C -3.6497 3.8584 0.2103 0.165 0.175 -0.094
C -4.3908 4.0380 -2.1677 0.210 0.064 0.100
O -2.1709 4.7041 -1.5207 0.864 -0.547 -0.217
P -1.2352 3.3496 -1.5453 0.326 1.185 0.021
O -0.7389 3.0085 -0.1743 -0.405 2.320 -0.760
O -1.8884 2.2356 -2.2863 -0.184 0.426 -0.470
O 0.0490 3.9590 -2.3116 -0.165 -0.309 0.462
C 0.0833 4.5965 -3.5787 0.218 0.519 -0.810
C -0.0239 6.1112 -3.3597 -0.023 -0.334 0.108
C 1.4496 4.2572 -4.1894 -0.358 -0.006 0.278
C -1.0351 4.1248 -4.5029 0.136 -0.048 0.168
H -4.9398 6.1819 -0.4882 -0.133 0.009 0.037
H -3.7906 6.7079 -1.7293 0.014 0.059 -0.131
H -3.2561 6.5355 -0.0547 0.058 0.083 0.130
H -4.6405 3.9924 0.6419 -0.075 -0.037 -0.004
H -2.8911 4.1831 0.9183 0.028 0.008 0.178
H -3.4868 2.8078 -0.0072 -0.076 -0.241 0.102
H -5.4133 3.9135 -1.8182 -0.137 0.035 0.048
H -3.9701 3.0690 -2.4194 -0.098 -0.133 -0.090
H -4.3899 4.6585 -3.0617 -0.020 0.112 -0.114
H 0.8117 6.4514 -2.7523 0.121 0.077 0.061
H -0.9461 6.3314 -2.8299 -0.111 0.082 0.015
H -0.0129 6.6366 -4.3134 0.021 0.049 -0.089
H 2.2351 4.5452 -3.4952 0.122 0.037 0.067
H 1.5881 4.7913 -5.1280 0.001 0.043 -0.093
H 1.5239 3.1873 -4.3676 0.036 -0.084 -0.056
H -1.9974 4.4077 -4.0878 -0.185 0.016 -0.062
H -1.0075 3.0439 -4.5871 -0.052 -0.159 -0.081
H -0.9183 4.5686 -5.4910 0.040 0.075 -0.042
S 0.8049 -6.0231 -0.8493 -0.119 -0.082 0.141
P 1.9869 -4.6376 -1.5965 0.271 -0.295 -0.160
S 1.8001 -2.7219 -1.1727 -0.270 0.385 0.022
C 2.0255 -4.9012 -3.4201 -0.204 0.166 0.339
C 2.5065 -6.1118 -3.9026 0.050 0.004 0.043
C 2.5053 -6.3658 -5.2591 0.104 -0.143 -0.081
C 2.0113 -5.4141 -6.1390 -0.055 0.002 -0.189
C 1.5123 -4.2158 -5.6574 -0.025 -0.025 -0.236
C 1.5157 -3.9584 -4.2975 0.084 0.063 0.163
C 3.7431 -5.0374 -1.2081 -0.316 0.055 0.158
C 4.7329 -4.1929 -1.6927 0.010 -0.064 -0.066
C 6.0516 -4.4035 -1.3461 0.174 0.060 -0.094
C 6.3865 -5.4593 -0.5109 0.185 -0.080 0.102
C 5.4012 -6.3038 -0.0284 0.230 -0.071 0.072
C 4.0782 -6.0892 -0.3720 -0.132 -0.040 -0.139
H 2.8686 -6.8501 -3.1990 0.026 -0.063 0.006
H 2.8893 -7.3061 -5.6359 0.005 -0.033 -0.015
H 2.0093 -5.6161 -7.2028 -0.004 0.010 -0.063
H 1.1247 -3.4744 -6.3426 -0.041 0.058 -0.037
H 1.1372 -3.0226 -3.9062 0.009 0.047 0.033
H 4.4429 -3.3654 -2.3258 0.029 0.087 -0.023
H 6.8238 -3.7436 -1.7212 0.038 0.032 -0.009
H 7.4197 -5.6162 -0.2286 0.069 -0.024 0.003
H 5.6665 -7.1313 0.6180 0.010 -0.012 0.054
H 3.2871 -6.7292 -0.0033 -0.062 -0.002 0.019
```
Positions in Å, forces in eV/Å.

Results of the Mulliken charge analysis, in e, for atoms 1 through 2:
1. Cs 1.857
2. Cl 0.104

[2]
DFT (ωB97M-V with the def2-TZVPD basis set) results for a molecular structure, C16H16Br12NO3P at a distorted geometry.

E_tot = -874266.955 eV
E_LUMO = -1.7501 eV
HOMO = -8.99 eV
Net charge = 0

XYZ file:
```
49
Properties=species:S:1:pos:R:3:forces:R:3
C -0.5170 1.3245 -3.0448 -0.445 0.398 -0.310
C -1.2577 0.1051 -2.1851 -1.188 1.367 -0.883
N -0.5606 -1.2141 -2.4337 2.050 -0.003 3.391
C -0.4018 -2.0390 -1.1673 -1.275 -0.139 2.176
C -1.4058 -2.1487 -0.0652 2.609 -0.038 -1.734
C -1.0791 -3.0614 1.2976 -3.056 -2.476 1.242
O -2.0201 -3.7944 1.9148 6.025 4.734 -3.860
C 0.5211 -3.0176 1.7823 2.879 0.298 0.628
C 1.0121 -3.0437 3.3505 3.117 0.030 -3.913
C 2.6539 -2.9456 3.6389 -0.882 -0.612 -4.008
P 3.1587 -2.9311 5.5089 -3.266 5.835 1.003
O 2.4456 -1.6219 6.1213 2.175 -4.184 -1.810
C 3.7488 -2.8351 2.4112 -3.931 -0.115 -0.864
C 3.2535 -2.8047 0.8441 -3.518 -0.314 2.915
C 1.6436 -2.8996 0.5491 1.049 0.104 2.509
C 1.0591 -2.8393 -1.0164 1.674 -2.228 -3.117
O 1.6795 -3.4099 -2.0647 -3.693 3.898 6.657
H -0.0567 2.1265 -2.3057 -0.751 -1.950 -1.668
H 0.2987 0.9237 -3.7988 -1.563 0.682 1.676
H -1.2993 1.9201 -3.7217 1.602 -1.398 1.567
H -1.2767 0.4570 -1.0693 0.079 -1.016 -1.922
H -2.3834 -0.0109 -2.5652 2.587 0.331 0.976
H 0.4379 -0.9480 -2.6895 -1.608 -0.827 0.187
H -2.4320 -1.5605 -0.1478 2.312 -1.639 0.296
H 0.2459 -3.1284 4.2311 2.144 -0.179 -1.970
H 4.5838 -2.7348 5.7110 -0.777 -0.963 -0.617
H 2.6398 -4.0481 6.2556 0.769 0.021 -0.924
H 4.8936 -2.7347 2.6413 -2.546 -0.251 -0.425
H 3.9684 -2.6940 -0.0828 -1.501 -0.299 2.235
C -5.4125 1.2398 -1.4128 -0.231 0.083 -0.116
Br -6.1552 0.6203 0.2750 0.262 0.144 -0.435
Br -3.7950 2.2882 -1.1506 -0.544 -0.331 0.098
Br -5.1309 -0.2255 -2.6611 -0.133 0.320 0.347
H -6.1555 1.9058 -1.8639 0.351 -0.306 0.210
C -3.4220 -1.7088 4.8998 -0.055 0.195 0.188
Br -4.5191 -1.3124 3.3431 0.321 -0.137 0.315
Br -4.1286 -3.2060 5.9212 0.199 0.348 -0.309
Br -1.5555 -1.9759 4.4209 -1.276 0.708 0.538
H -3.4623 -0.8298 5.5515 0.008 -0.412 -0.305
C 0.0299 5.7237 -1.4595 0.070 0.209 -0.080
Br -1.4007 4.4147 -1.6146 0.380 0.625 0.054
Br -0.0507 6.6876 0.2283 0.023 -0.300 -0.417
Br 1.7785 4.9232 -1.7532 -0.482 0.154 0.162
H -0.1225 6.4598 -2.2557 0.054 -0.355 0.352
C 4.0007 5.3871 -5.7752 0.036 0.132 -0.202
Br 5.1907 3.8595 -5.9614 -0.333 0.376 0.104
Br 2.1373 4.8425 -5.6525 0.466 0.093 -0.030
Br 4.5195 6.5321 -4.2905 -0.138 -0.330 -0.339
H 4.1002 5.9830 -6.6885 -0.048 -0.280 0.431
```
Positions in Å, forces in eV/Å.

Results of the Mulliken charge analysis, in e, for atoms 1 through 2:
1. C -0.722
2. C 0.422